# 1
{"formula": "C5H2Cl2N2RuS2", "method": "the ωB97M-V functional and the def2-TZVPD basis", "species": ["Ru", "S", "C", "C", "N", "C", "S", "C", "N", "Cl", "C", "Cl", "H", "H"], "xyz": [[-0.633, -0.384, -0.594], [1.291, -1.182, 0.647], [1.465, 0.355, 1.213], [2.638, 0.397, 2.160], [2.916, 0.305, 3.328], [1.062, 1.663, 0.779], [0.084, 1.966, -0.449], [1.788, 2.682, 1.545], [1.789, 3.758, 2.123], [-2.436, -1.565, -0.129], [-2.605, -1.901, -2.457], [-0.997, -1.466, -2.861], [-3.661, -1.591, -2.934], [-2.703, -3.036, -2.371]], "mulliken_charge": [0.285, -0.079, 0.908, -0.117, -0.157, 0.912, -0.148, -0.072, -0.177, -0.127, -0.040, 0.038, 0.408, 0.366], "gap_ha": [0.217, 0.251], "charge": 2, "s2": 6.045, "spin_multiplicity": 5}

# 2
{"formula": "C20H28N2SiTi", "method": "the ωB97M-V functional and the def2-TZVPD basis", "species": ["C", "C", "C", "H", "C", "C", "H", "H", "H", "H", "Ti", "C", "H", "H", "H", "Si", "C", "C", "H", "C", "H", "C", "H", "C", "H", "C", "H", "C", "C", "H", "C", "H", "C", "H", "C", "H", "C", "H", "H", "H", "N", "C", "C", "N", "H", "H", "H", "H", "H", "H", "H", "H"], "xyz": [[0.630, 1.615, -0.017], [-0.468, 1.715, -0.931], [-1.650, 1.226, -0.273], [-0.435, 2.166, -1.921], [-1.285, 0.863, 1.067], [0.131, 1.097, 1.225], [0.682, 1.038, 2.161], [1.643, 1.984, -0.203], [-2.659, 1.231, -0.685], [-1.984, 0.593, 1.860], [-0.206, -0.515, -0.362], [-0.899, -2.791, -3.457], [-1.991, -2.664, -3.409], [-0.606, -3.609, -2.804], [-0.615, -3.036, -4.497], [-0.066, -1.110, -3.055], [1.662, -1.071, -3.816], [2.397, 0.136, -3.738], [1.902, 1.060, -3.408], [3.756, 0.168, -4.064], [4.311, 1.104, -3.966], [4.389, -0.989, -4.526], [5.440, -0.965, -4.793], [3.656, -2.176, -4.646], [4.132, -3.079, -5.031], [2.299, -2.222, -4.278], [1.725, -3.151, -4.364], [-1.150, 0.176, -3.902], [-0.663, 0.960, -4.957], [0.315, 0.741, -5.386], [-1.441, 2.010, -5.459], [-1.029, 2.660, -6.234], [-2.740, 2.228, -4.978], [-3.355, 3.041, -5.383], [-3.255, 1.388, -3.975], [-4.269, 1.538, -3.598], [-2.465, 0.357, -3.456], [-2.882, -0.319, -2.708], [-0.912, -1.535, -1.592], [0.606, -0.170, -1.961], [-0.826, -1.900, 1.111], [0.274, -2.049, 2.112], [1.634, -2.094, 1.430], [1.717, -1.201, 0.228], [-1.001, -2.804, 0.663], [-1.719, -1.674, 1.566], [0.220, -1.239, 2.848], [0.119, -2.987, 2.661], [2.410, -1.788, 2.142], [1.859, -3.121, 1.123], [2.335, -0.405, 0.416], [2.197, -1.685, -0.545]], "mulliken_charge": [-0.641, -0.280, -0.576, 0.613, -0.788, -0.456, 0.562, 0.487, 0.532, 0.698, -0.898, -1.528, 0.419, 0.397, 0.362, 1.236, 0.286, -0.099, 0.431, -0.787, 0.399, -0.503, 0.397, -0.567, 0.386, -0.507, 0.291, 0.253, -0.152, 0.418, -0.651, 0.408, -0.514, 0.379, -0.684, 0.403, -0.351, 0.490, 0.106, 0.416, -0.483, -0.535, -0.658, -0.401, 0.322, 0.284, 0.317, 0.468, 0.336, 0.392, 0.281, 0.291], "gap_ha": [0.294, 0.310], "charge": 1, "s2": 0.754, "spin_multiplicity": 2}